# C2H2O

C2H2O in the gas phase at a distorted geometry (ωB97M-V with the def2-TZVPD basis set, the OMol25 dataset).

Values from the calculation:
E   -4152.0590 eV
Frontier orbital gap   9.842 eV
ΔE to the lowest compared entry with this formula, charge and spin   11.1 kcal per mole
Max |F|   8.21 eV Å⁻¹
SMILES   C=C=O

ORCA input file:
```
! RIJCOSX wB97M-V def2-TZVPD def2/J DEFGRID3
* xyz 0 1
C 0.782 -0.041 -0.116
C -0.615 -0.051 0.110
O 1.891 0.221 -0.215
H -1.095 -0.858 0.562
H -0.963 0.729 -0.341
*
```

Listed below, in e, are the natural (NBO) charges computed for each atom: 0.742 -0.773 -0.443 0.247 0.227

=====

# C2H2O

2 unconnected molecules or ions with the total composition C2H2O at a distorted geometry (ωB97M-V with the def2-TZVPD basis set, the OMol25 dataset).

Values from the calculation:
E   -4147.3808 eV
Frontier orbital gap   8.282 eV
ΔE to the lowest compared entry with this formula, charge and spin   119.0 kcal per mole
Max |F|   5.40 eV Å⁻¹

ORCA input file:
```
! RIJCOSX wB97M-V def2-TZVPD def2/J DEFGRID3
* xyz 0 1
C -0.064 -0.660 -0.102
C 0.398 0.572 -0.204
O -1.115 0.083 -0.142
H 0.011 -1.682 -0.292
H 0.769 1.687 0.740
*
```

Listed below, in e, are the natural (NBO) charges computed for each atom: 0.172 -0.120 -0.496 0.203 0.241

=====

# C2H2O2

C2H2O2 in the gas phase at a distorted geometry (ωB97M-V with the def2-TZVPD basis set, the OMol25 dataset).

Values from the calculation:
E   -6196.2547 eV
Frontier orbital gap   7.778 eV
ΔE to the lowest compared entry with this formula, charge and spin   87.6 kcal per mole
Max |F|   4.72 eV Å⁻¹

ORCA input file:
```
! RIJCOSX wB97M-V def2-TZVPD def2/J DEFGRID3
* xyz 0 1
C 0.263 2.474 1.153
C 0.424 0.142 -0.068
O 0.361 3.510 1.632
O 0.270 1.429 0.642
H -0.378 -0.002 -0.944
H 0.046 -0.600 0.560
*
```

Listed below, in e, are the natural (NBO) charges computed for each atom: 1.058 -0.541 -0.453 -0.367 0.158 0.146

=====

# C2H2O2

A molecular structure, C2H2O2 (ωB97M-V with the def2-TZVPD basis set, the OMol25 dataset).

Values from the calculation:
E   -6197.6595 eV
Frontier orbital gap   9.179 eV
ΔE to the lowest compared entry with this formula, charge and spin   55.2 kcal per mole
Max |F|   0.66 eV Å⁻¹

ORCA input file:
```
! RIJCOSX wB97M-V def2-TZVPD def2/J DEFGRID3
* xyz 0 1
C -0.585 -0.186 0.122
C 0.857 0.057 0.165
O -1.347 0.553 0.764
O 1.935 0.442 0.283
H -0.821 -1.185 -0.274
H -0.039 0.319 -1.060
*
```

Listed below, in e, are the natural (NBO) charges computed for each atom: 0.050 0.665 -0.646 -0.371 0.196 0.106

=====

# C2H2O2Pb

A molecular structure, C2H2O2Pb at a distorted geometry (ωB97M-V with the def2-TZVPD basis set, the OMol25 dataset).

Values from the calculation:
E   -11447.6425 eV
Frontier orbital gap (alpha / beta)   6.803 / 6.804 eV
Max |F|   2.80 eV Å⁻¹

ORCA input file:
```
! RIJCOSX wB97M-V def2-TZVPD def2/J DEFGRID3
* xyz 0 1
H 1.425 0.738 0.844
O -1.344 0.095 -0.680
C -0.505 0.562 0.273
C 0.694 -0.044 0.493
O 1.109 -1.034 -0.325
H -0.894 1.288 1.005
Pb -0.486 -1.605 -1.610
*
```

natural (NBO) atomic charge list, values in e, 6 entries: 0.176 -0.861 0.054 -0.001 -0.858 0.176

=====

# C2H2O2S

C2H2O2S in the gas phase at a distorted geometry (ωB97M-V with the def2-TZVPD basis set, the OMol25 dataset).

Values from the calculation:
E   -17031.7412 eV
Frontier orbital gap   8.545 eV
ΔE to the lowest compared entry with this formula, charge and spin   98.8 kcal per mole
Max |F|   4.78 eV Å⁻¹
SMILES   OC1=C(S)O1

ORCA input file:
```
! RIJCOSX wB97M-V def2-TZVPD def2/J DEFGRID3
* xyz 0 1
C 0.658 0.235 0.149
C -0.443 0.196 -0.619
O 0.280 -0.997 0.290
O 1.839 0.680 0.191
S -2.297 0.389 0.105
H 2.498 0.105 0.542
H -2.535 -0.607 -0.657
*
```

natural (NBO) atomic charge list, values in e, 6 entries: 0.605 -0.091 -0.497 -0.601 -0.058 0.516

=====

What did the fifth record say?
# C2H2O2Pb

A molecular structure, C2H2O2Pb at a distorted geometry (ωB97M-V with the def2-TZVPD basis set, the OMol25 dataset).

Values from the calculation:
E   -11447.6425 eV
Frontier orbital gap (alpha / beta)   6.803 / 6.804 eV
Max |F|   2.80 eV Å⁻¹

ORCA input file:
```
! RIJCOSX wB97M-V def2-TZVPD def2/J DEFGRID3
* xyz 0 1
H 1.425 0.738 0.844
O -1.344 0.095 -0.680
C -0.505 0.562 0.273
C 0.694 -0.044 0.493
O 1.109 -1.034 -0.325
H -0.894 1.288 1.005
Pb -0.486 -1.605 -1.610
*
```

natural (NBO) atomic charge list, values in e, 6 entries: 0.176 -0.861 0.054 -0.001 -0.858 0.176

=====

- Which formula does entry 6 have?
  C2H2O2S

=====

- Which formula does entry 6 have?
  C2H2O2S

=====

- The highest max |F| belongs to which entry?
  number 1